Record 1
79
Properties=species:S:1:pos:R:3:forces:R:3 method="wB97M-V/def2-TZVPD" charge=+1 de_lowest_ev=5.768 orbital_gap_ev="2.6 / 2.7" homo_ev="-8.05 / -8.09" multiplicity=4 lumo_energy_ev="-5.41 / -5.38"
Er -1.99451 0.05506 -0.55994 0.1 2.4 1.3
C 0.14471 1.76426 5.17369 0.2 0.0 0.1
C -1.21091 1.97395 4.94753 0.2 0.0 -0.1
C -1.80026 1.54697 3.77478 0.0 0.2 0.0
C -1.04840 0.86226 2.80332 -0.4 -0.3 -0.4
C 0.32426 0.67931 3.03442 0.0 0.1 0.0
C 0.90951 1.12895 4.20103 -0.1 0.1 0.2
N -1.66743 0.31143 1.70225 1.2 -1.2 0.4
N -2.73331 1.01391 1.21195 -1.9 1.4 -0.8
C -3.88000 0.31207 0.91374 -0.5 0.8 1.6
C -4.48401 -0.60608 1.78515 -0.3 -0.5 -0.1
C -5.69073 -1.15805 1.41794 0.4 0.0 0.3
C -6.26718 -0.79832 0.20081 -0.1 0.1 -0.3
C -5.57778 0.06062 -0.62498 -0.3 -0.2 -0.1
N -4.39187 0.59699 -0.30838 0.5 -0.1 0.0
H 0.60143 2.08651 6.09956 0.0 0.0 0.0
H -1.81245 2.46530 5.70087 0.0 0.0 0.0
H -2.85616 1.70614 3.59682 0.0 0.0 0.0
H 0.93801 0.20055 2.28647 0.0 -0.2 -0.1
H 1.97122 0.97820 4.35049 0.0 0.0 0.1
H -4.00778 -0.83060 2.72980 0.0 0.0 0.0
H -6.19001 -1.85641 2.07649 0.0 0.0 0.0
H -7.22019 -1.20348 -0.10553 0.0 0.0 0.0
H -5.97766 0.33074 -1.59482 0.0 0.0 0.0
C -2.85536 2.96214 -2.37019 0.0 -0.1 0.1
O -1.98080 2.43161 -1.37528 0.1 0.0 -0.2
C -0.85590 3.26979 -1.14729 0.1 -0.2 0.1
C -0.13540 2.77804 0.09360 -0.3 0.3 0.0
O 0.26398 1.40852 -0.04073 0.4 -0.5 -0.3
C 1.53949 1.22450 -0.58963 -0.5 0.8 0.2
H -3.20306 3.95467 -2.07848 0.0 0.0 0.0
H -3.70852 2.29223 -2.43680 0.0 0.0 0.1
H -2.34596 3.02218 -3.33495 0.0 0.0 0.0
H -1.18625 4.29670 -0.96738 0.0 0.0 0.0
H -0.20618 3.25655 -2.02988 0.0 0.1 -0.1
H -0.82390 2.80307 0.93787 0.1 -0.1 0.1
H 0.72955 3.40778 0.31244 0.0 0.0 0.0
H 2.29321 1.66796 0.06412 0.1 -0.2 0.0
H 1.60720 1.63638 -1.59578 0.1 -0.1 -0.1
H 0.94437 -0.66612 -0.18271 -0.1 0.0 0.2
C 5.39382 0.00341 -2.33534 -0.1 0.1 0.0
C 4.51203 0.70672 -1.29453 0.2 -0.3 -0.1
C 4.18914 -0.21909 -0.14192 0.0 0.2 0.0
C 5.22930 -0.61719 0.69245 -0.1 0.0 0.0
C 5.01481 -1.50631 1.73050 0.0 0.0 0.0
C 3.75424 -2.04087 1.93389 0.1 0.1 0.0
C 2.67954 -1.66673 1.13563 -0.2 -0.2 0.0
C 1.35879 -2.37715 1.32492 0.0 -0.1 -0.2
C 1.25434 -3.60674 0.41247 0.0 0.0 0.1
C 2.92142 -0.73039 0.12758 0.6 -0.3 0.4
N 1.76172 -0.26801 -0.66297 -0.1 0.0 -0.1
C 1.73819 -0.79694 -2.02872 -1.9 0.2 -1.0
C 0.59711 -0.67833 -2.78455 1.7 -0.1 1.4
C 0.44279 -1.13665 -4.12631 -0.9 -0.2 -1.3
C -0.83602 -0.80199 -4.51432 1.6 -0.9 -0.7
C -1.42030 -0.15289 -3.42359 1.0 0.7 2.1
N -0.57538 -0.06314 -2.35910 -1.0 0.1 -1.9
H 5.62867 0.68253 -3.15443 0.0 0.0 0.0
H 4.88734 -0.86937 -2.74974 0.0 0.0 0.0
H 6.33031 -0.33196 -1.89264 0.0 0.0 0.0
H 3.61364 1.06165 -1.79812 0.0 0.1 0.0
H 5.04443 1.58070 -0.91271 -0.1 0.0 0.0
H 6.21914 -0.21518 0.51765 0.0 0.0 0.0
H 5.83671 -1.79162 2.37376 0.0 0.0 0.0
H 3.59341 -2.76008 2.72715 0.0 0.0 0.0
H 0.48562 -1.74164 1.15413 0.0 0.1 0.2
H 1.28463 -2.69601 2.36491 0.0 0.1 0.0
H 1.28140 -3.32893 -0.64327 0.0 0.0 -0.1
H 0.31414 -4.12628 0.59701 0.0 0.0 0.0
H 2.07360 -4.29888 0.60702 0.0 0.0 0.0
H 2.61733 -1.32181 -2.35723 0.2 0.0 0.0
H 1.20284 -1.65348 -4.68994 -0.1 0.0 -0.1
H -1.31192 -1.00584 -5.45959 0.0 0.0 0.0
H -2.42065 0.26684 -3.38203 0.0 -0.1 0.0
F -1.44210 -1.94828 0.03801 0.1 -1.1 -0.4
B -2.18453 -2.67346 -1.05153 -0.1 -0.4 0.6
F -1.28897 -2.86951 -2.05160 0.2 -0.2 -0.4
F -3.12996 -1.62377 -1.44228 0.0 -0.8 -0.4
F -2.80565 -3.74960 -0.55298 0.0 0.1 -0.1

***

Record 2
105
Properties=species:S:1:pos:R:3:forces:R:3 method="wB97M-V/def2-TZVPD" orbital_gap_ev=7.4 homo_ev=-9.23 multiplicity=1 lumo_energy_ev=-1.84
Ba 33.17502 -1.38944 12.26343 -0.1 -0.3 0.6
P 33.91614 0.26364 15.16979 -0.5 0.4 -0.2
F 35.05193 1.35305 15.36613 0.3 -0.3 0.2
F 34.93549 -0.74324 14.39050 0.3 0.0 0.1
F 34.18667 -0.43205 16.57036 0.5 -0.2 0.1
F 32.74945 -0.85470 14.84646 -0.4 -0.2 0.3
F 32.82746 1.20767 15.86369 -0.2 0.2 -0.2
F 33.56350 0.91937 13.71197 0.1 0.1 -0.2
C 32.07221 2.17254 10.39500 0.2 -0.7 -0.6
F 33.03387 2.31877 11.30467 0.0 0.2 0.1
F 31.50547 3.32835 10.13026 0.0 0.1 0.1
F 32.65266 1.69667 9.27757 -0.1 0.3 0.1
S 30.82092 0.94858 11.03624 0.9 -0.1 1.1
O 31.03779 0.97616 12.46113 0.4 -0.7 -0.3
O 29.57604 1.41327 10.54922 -0.5 -0.4 -0.5
N 31.40115 -0.52411 10.48098 -1.4 2.1 -0.1
S 30.56805 -0.88687 9.14850 -0.7 -1.1 -1.0
O 29.37923 -1.63727 9.42008 0.2 -0.2 0.4
O 30.47119 0.14387 8.17170 0.4 0.4 -0.1
C 31.71825 -2.11358 8.39627 0.4 0.1 0.1
F 31.14744 -2.64525 7.32725 0.1 0.0 0.2
F 32.87636 -1.52379 8.02129 -0.4 -0.3 0.1
F 32.02376 -3.09507 9.27581 0.0 0.2 -0.2
Cl 37.14716 -3.97418 20.17479 0.2 0.0 -0.1
C 36.54435 -2.30900 19.96695 -0.6 0.0 0.2
C 35.86218 -2.11468 18.63816 0.5 -0.4 -0.8
Cl 34.47984 -3.22747 18.40938 0.1 0.1 0.2
H 37.37443 -1.61454 20.06006 0.1 0.0 0.0
H 35.84076 -2.16444 20.78361 0.1 0.2 0.0
H 36.55955 -2.34939 17.83176 0.0 0.0 0.1
H 35.51565 -1.10121 18.45381 -0.1 0.0 0.4
C 29.63430 -2.86037 12.85361 -0.6 0.3 -0.9
O 31.03982 -3.06980 12.93578 0.3 -0.2 0.5
C 31.44647 -4.37148 13.32330 0.4 -1.2 -1.0
C 32.50522 -4.38711 14.38948 -1.3 1.0 1.5
O 33.66801 -3.74770 13.93471 0.1 -0.1 -0.7
C 34.69564 -3.71175 14.91003 0.8 -0.1 -0.2
H 29.33043 -2.07598 13.54423 0.0 -0.1 0.1
H 29.06372 -3.77807 13.00027 0.2 0.0 0.4
H 29.38102 -2.55246 11.83279 0.2 0.2 0.1
H 31.83333 -4.89008 12.42836 0.1 0.2 0.0
H 30.61347 -5.01510 13.61348 -0.2 0.4 0.4
H 32.63508 -5.38181 14.83414 0.5 -0.2 -0.7
H 32.09237 -3.82043 15.24947 0.2 0.1 -0.2
H 34.45503 -3.00936 15.70621 -0.1 -0.3 0.2
H 35.62406 -3.37419 14.43929 -0.3 0.2 -0.2
H 34.92384 -4.72812 15.24703 -0.3 0.1 0.4
C 35.72616 1.01155 10.86255 0.0 0.0 -0.5
O 35.41279 -0.37680 11.03725 0.0 0.4 -0.1
C 35.61864 -1.14111 9.87169 -0.3 -1.1 -0.6
C 35.91445 -2.57482 10.26648 1.0 0.5 -0.2
O 34.85404 -3.17297 10.97557 -0.4 0.1 0.0
C 35.08084 -4.55306 11.25401 0.3 -0.2 -0.7
H 35.24097 1.39826 9.96081 -0.1 0.0 0.1
H 36.80170 1.14004 10.71192 0.0 -0.1 0.3
H 35.36110 1.54799 11.73046 0.1 0.0 0.1
H 36.45757 -0.80922 9.24980 0.1 0.2 0.4
H 34.75542 -1.15848 9.19027 -0.1 0.4 0.3
H 36.82730 -2.54041 10.87527 -0.1 -0.3 0.1
H 36.15246 -3.11078 9.33922 -0.2 -0.2 0.1
H 35.42191 -5.05769 10.34104 0.1 0.1 0.1
H 34.14605 -5.02659 11.52956 -0.1 0.2 0.3
H 35.84810 -4.66936 12.02120 -0.1 0.0 0.1
C 31.58034 -1.30299 19.01198 -0.4 -0.3 0.2
C 31.26869 -2.60960 18.95363 0.7 0.0 0.3
C 30.48344 -3.24193 17.83019 0.1 0.4 -0.3
O 30.19428 -4.42232 17.91139 0.2 0.1 0.0
C 30.18983 -2.37001 16.70458 -0.8 -0.6 0.1
C 30.40812 -1.05840 16.79177 0.0 0.6 0.3
C 31.09073 -0.40117 17.98623 0.7 -0.9 -0.1
O 31.29764 0.78733 17.95697 -0.2 0.6 0.0
O 29.99123 -0.22611 15.85570 0.3 0.1 -0.4
O 31.75512 -3.46668 19.85687 -0.3 0.0 -0.3
H 32.20375 -0.94686 19.82011 0.0 0.2 -0.1
H 29.61111 -2.72952 15.86158 0.2 -0.3 0.1
H 30.52816 0.58503 15.91604 -0.2 0.2 0.1
H 31.54888 -4.35995 19.53173 -0.2 -0.1 0.1
C 38.93126 -0.90109 12.22990 -0.5 -0.4 0.3
C 39.56016 -0.07925 11.38874 -0.3 0.1 -0.3
C 39.68123 1.39968 11.65146 -0.2 0.1 1.0
O 40.27218 2.07842 10.84117 0.1 0.1 -0.5
C 39.05717 1.90349 12.86299 -0.2 0.1 0.1
C 38.41144 1.08025 13.70697 -0.1 -0.2 0.0
C 38.29814 -0.40972 13.45433 0.5 0.2 -1.0
O 37.64474 -1.11309 14.18716 -0.1 0.0 0.5
O 37.79060 1.53606 14.77702 0.1 0.0 0.2
O 40.01494 -0.47179 10.20628 0.1 0.0 -0.2
H 38.73648 -1.93426 11.96957 0.3 0.0 0.1
H 39.03157 2.96265 13.08695 0.3 0.0 -0.2
H 37.38030 0.79216 15.25180 -0.1 0.0 -0.1
H 40.34896 0.32712 9.75577 0.1 0.0 0.1
C 34.71052 3.39835 17.52369 -0.1 -0.5 -0.2
C 33.72696 4.26779 17.26943 -0.2 0.1 -0.1
C 34.02307 5.73263 17.09905 1.0 0.3 0.2
O 33.16730 6.56983 16.99381 -0.6 0.0 -0.2
C 35.45197 6.11373 17.12065 -0.3 0.1 -0.2
C 36.39465 5.24531 17.45783 0.8 -0.3 0.2
C 36.09595 3.80107 17.70899 -1.0 0.1 0.1
O 36.96842 3.04379 18.07588 0.6 -0.1 0.0
O 37.68152 5.60612 17.58716 0.0 0.2 0.0
O 32.44403 3.94563 17.12115 0.1 0.1 -0.2
H 34.46642 2.34338 17.52857 0.2 0.0 0.3
H 35.72621 7.13841 16.91465 -0.2 0.1 0.1
H 38.18246 4.88131 17.98874 -0.2 -0.3 -0.1
H 32.35141 2.98135 17.07715 -0.1 0.0 0.1